# C34H67NO16P2S2

A 8-piece molecular cluster, C34H67NO16P2S2 overall (ωB97M-V/def2-TZVPD, OMol25).

Computed properties:
Total charge = 0
SMILES string = CC(=O)OCCC[C@]1(P(O)(O)=S)OS(=O)(=O)O[C@]1(CC(=O)N(C)C)P(C)C.CC(C)=O.CC(C)=O.CC(C)=O.CC(C)=O.CC(C)=O.CC(C)=O.CC(C)=O

XYZ file:
```
122
C34H67NO16P2S2 ωB97M-V/def2-TZVPD
C 5.532 -0.224 0.311
C 5.196 -1.282 -0.704
O 5.978 -1.972 -1.290
O 3.847 -1.331 -0.961
C 3.129 -2.319 -0.202
C 1.645 -2.132 -0.468
C 1.239 -0.651 -0.459
C 0.120 -0.183 0.496
P -0.170 1.580 -0.030
O -0.665 2.348 1.295
O 1.327 2.080 -0.212
S -1.265 1.822 -1.581
O 0.691 -0.132 1.836
S 0.405 -1.439 2.675
O -0.094 -1.044 3.942
O 1.520 -2.322 2.604
O -0.737 -2.015 1.747
C -1.162 -1.085 0.695
C -2.325 -0.240 1.277
C -3.332 -1.026 2.122
O -4.307 -1.548 1.628
N -3.035 -1.115 3.471
C -3.894 -2.032 4.209
C -2.852 0.156 4.183
P -1.665 -1.887 -0.938
C -1.138 -3.652 -0.841
C -3.472 -2.057 -1.028
H 6.562 -0.321 0.643
H 4.861 -0.308 1.167
H 5.381 0.760 -0.134
H 3.353 -2.234 0.866
H 3.452 -3.309 -0.537
H 1.426 -2.549 -1.448
H 1.106 -2.731 0.262
H 0.951 -0.360 -1.470
H 2.106 -0.068 -0.166
H -1.234 3.084 1.029
H 1.609 2.804 0.376
H -2.879 0.209 0.454
H -1.896 0.536 1.900
H -4.880 -1.609 4.429
H -4.034 -2.949 3.643
H -3.417 -2.277 5.154
H -2.833 -0.064 5.248
H -1.902 0.622 3.931
H -3.671 0.855 3.981
H -0.317 -3.805 -1.534
H -0.853 -3.979 0.159
H -1.979 -4.255 -1.185
H -3.926 -2.692 -0.270
H -3.946 -1.080 -1.005
H -3.681 -2.482 -2.011
C -5.232 -0.795 9.217
C -4.376 -1.869 8.591
C -3.791 -2.899 9.526
O -4.170 -1.902 7.400
H -5.593 -0.118 8.447
H -6.081 -1.247 9.733
H -4.652 -0.236 9.953
H -4.590 -3.423 10.053
H -3.161 -2.412 10.272
H -3.198 -3.614 8.960
C -7.897 -2.804 -2.711
C -7.288 -1.423 -2.710
C -8.177 -0.296 -3.179
O -6.149 -1.235 -2.351
H -7.168 -3.527 -2.353
H -8.777 -2.825 -2.065
H -8.215 -3.072 -3.720
H -9.068 -0.238 -2.552
H -8.498 -0.475 -4.207
H -7.637 0.646 -3.126
C 4.278 5.963 0.353
C 4.135 4.477 0.180
C 5.261 3.757 -0.509
O 3.153 3.877 0.563
H 3.402 6.365 0.857
H 5.172 6.185 0.938
H 4.387 6.432 -0.627
H 6.192 3.889 0.045
H 5.391 4.174 -1.510
H 5.029 2.697 -0.581
C 3.423 -3.895 -3.930
C 1.960 -3.699 -4.250
C 1.308 -4.737 -5.131
O 1.341 -2.755 -3.816
H 3.776 -3.089 -3.288
H 3.571 -4.852 -3.426
H 4.009 -3.911 -4.850
H 1.383 -5.722 -4.667
H 1.818 -4.783 -6.095
H 0.262 -4.484 -5.285
C 2.481 3.660 -4.063
C 3.650 4.587 -4.291
C 4.525 4.285 -5.483
O 3.882 5.527 -3.563
H 1.916 3.976 -3.189
H 1.827 3.662 -4.936
H 2.837 2.640 -3.910
H 3.932 4.314 -6.399
H 4.947 3.283 -5.392
H 5.328 5.015 -5.546
C 5.275 3.161 3.552
C 6.557 2.610 2.976
C 7.526 1.991 3.955
O 6.794 2.657 1.792
H 4.661 3.574 2.755
H 4.723 2.370 4.062
H 5.497 3.940 4.284
H 7.049 1.161 4.479
H 7.827 2.729 4.701
H 8.404 1.631 3.425
C -2.530 1.237 -6.307
C -3.978 1.191 -5.878
C -4.244 1.421 -4.414
O -4.869 0.976 -6.668
H -2.456 1.057 -7.377
H -2.102 2.213 -6.069
H -1.956 0.483 -5.765
H -3.873 2.403 -4.113
H -3.725 0.670 -3.816
H -5.309 1.358 -4.216
```

# CH2N4O2

One molecule with the formula CH2N4O2 (ωB97M-V/def2-TZVPD, OMol25).

Computed properties:
Total charge = 0
SMILES string = [H]/N=c1/nnon1O
ΔE to the lowest compared entry with this formula, charge and spin = 6.101 eV

XYZ file:
```
9
CH2N4O2 ωB97M-V/def2-TZVPD
H -1.993 -0.013 -0.477
N -1.677 -0.864 -0.158
C -0.425 -0.674 0.233
N 0.577 -1.581 0.544
N 1.703 -1.123 0.151
O 1.566 0.041 -0.553
N 0.115 0.522 -0.394
O 0.347 1.505 0.686
H -0.213 2.187 -0.031
```

# C86H220N16O27

A 16-piece molecular cluster, C86H220N16O27 overall (ωB97M-V/def2-TZVPD, OMol25).

Computed properties:
Total charge = 0
ΔE to the lowest compared entry with this formula, charge and spin = 0.000 eV

XYZ file:
```
349
C86H220N16O27 ωB97M-V/def2-TZVPD
C 4.929 -3.513 1.157
C 5.387 -4.127 -0.178
C 6.385 -3.214 -0.892
O 5.681 -2.043 -1.228
C 6.475 -1.102 -1.919
N 5.957 -5.518 -0.015
H 4.510 -4.332 1.729
H 4.157 -2.755 0.883
H 5.759 -3.072 1.700
H 4.502 -4.234 -0.808
H 6.805 -3.651 -1.812
H 7.235 -2.919 -0.237
H 5.892 -0.193 -2.084
H 6.795 -1.519 -2.903
H 7.341 -0.799 -1.338
H 6.178 -5.804 -0.967
H 6.803 -5.300 0.480
C 0.296 3.048 7.528
C 1.022 1.720 7.170
C 2.363 1.941 6.460
O 2.186 2.556 5.222
C 3.445 2.928 4.696
N 1.179 0.702 8.175
H -0.768 2.884 7.627
H 0.420 3.686 6.631
H 0.673 3.578 8.398
H 0.389 1.272 6.407
H 2.869 0.975 6.424
H 3.038 2.591 7.036
H 3.869 3.657 5.401
H 3.379 3.328 3.690
H 4.149 2.076 4.700
H 1.400 1.064 9.089
H 0.269 0.304 8.314
C -9.219 -4.715 2.943
C -7.732 -4.367 3.093
C -7.553 -2.855 3.288
O -6.201 -2.579 3.326
C -5.896 -1.243 3.591
N -7.093 -5.223 4.088
H -9.717 -4.498 3.884
H -9.402 -5.726 2.631
H -9.637 -4.125 2.138
H -7.181 -4.611 2.175
H -8.085 -2.566 4.219
H -8.040 -2.307 2.482
H -6.517 -0.863 4.421
H -6.030 -0.579 2.733
H -4.853 -1.215 3.879
H -6.166 -4.873 4.330
H -7.665 -5.282 4.918
C 6.017 -0.005 7.483
C 5.419 -0.975 6.505
C 6.062 -0.887 5.159
O 5.645 0.375 4.554
C 6.320 0.637 3.380
N 5.530 -2.364 7.040
H 7.102 0.185 7.421
H 5.804 -0.286 8.529
H 5.557 0.964 7.270
H 4.380 -0.738 6.303
H 5.743 -1.714 4.530
H 7.153 -0.848 5.203
H 5.991 -0.046 2.575
H 7.385 0.368 3.443
H 6.200 1.659 3.052
H 5.378 -2.420 8.027
H 4.823 -2.941 6.597
C -2.093 -6.950 3.124
C -2.849 -5.645 3.011
C -2.007 -4.414 2.695
O -1.138 -4.091 3.827
C -0.326 -2.929 3.592
N -4.049 -5.695 2.131
H -1.555 -7.185 2.193
H -2.687 -7.809 3.399
H -1.362 -6.778 3.924
H -3.129 -5.326 4.039
H -2.655 -3.531 2.468
H -1.456 -4.604 1.770
H 0.229 -2.671 4.486
H -1.097 -2.181 3.427
H 0.300 -2.939 2.704
H -4.601 -6.541 2.050
H -4.632 -5.002 2.579
C 0.888 3.119 -4.774
O 1.343 3.470 -3.466
C 1.185 2.375 -2.568
C -0.183 1.979 -2.162
N -0.901 3.161 -1.662
C -2.345 3.131 -1.792
C -2.838 3.429 -3.198
O -2.530 4.767 -3.561
C -2.978 5.084 -4.862
H -0.190 3.042 -4.799
H 1.296 2.188 -5.153
H 1.172 3.934 -5.432
H 1.745 2.759 -1.718
H 1.738 1.517 -2.962
H -0.061 1.164 -1.443
H -0.797 1.609 -3.008
H -0.638 3.886 -2.320
H -2.781 3.876 -1.123
H -2.728 2.160 -1.440
H -3.917 3.267 -3.314
H -2.410 2.739 -3.950
H -4.072 5.164 -4.881
H -2.764 4.334 -5.634
H -2.561 6.024 -5.102
C 6.417 7.564 -0.287
O 5.495 6.465 -0.410
C 4.677 6.304 0.721
C 3.521 5.379 0.348
N 2.606 5.212 1.412
C 1.398 4.424 1.011
C 0.344 4.424 2.158
O 0.211 5.699 2.677
C -0.876 5.807 3.552
H 5.890 8.522 -0.319
H 7.115 7.517 -1.109
H 6.990 7.476 0.618
H 4.239 7.287 0.938
H 5.292 5.967 1.579
H 4.007 4.426 0.120
H 3.001 5.678 -0.599
H 2.251 6.124 1.676
H 1.604 3.347 0.908
H 0.939 4.761 0.082
H 0.723 3.670 2.881
H -0.576 4.005 1.790
H -1.792 5.385 3.142
H -1.051 6.880 3.654
H -0.713 5.346 4.552
C 8.687 2.056 5.712
O 9.995 2.029 5.194
C 10.382 3.311 4.699
C 10.038 3.363 3.209
N 10.231 4.682 2.716
C 10.148 4.905 1.290
C 8.777 4.668 0.548
O 8.459 3.297 0.463
C 7.198 3.067 -0.164
H 8.582 2.677 6.658
H 8.475 1.013 5.922
H 7.924 2.464 4.998
H 11.466 3.433 4.867
H 9.864 4.109 5.223
H 9.035 2.954 3.105
H 10.713 2.624 2.720
H 9.582 5.320 3.171
H 10.872 4.340 0.694
H 10.377 5.942 1.130
H 8.855 5.242 -0.384
H 7.994 5.119 1.157
H 7.088 1.979 -0.216
H 7.165 3.486 -1.171
H 6.401 3.550 0.461
C -2.064 1.362 -6.907
O -1.496 0.188 -6.411
C -1.943 -1.002 -7.070
C -1.144 -2.214 -6.694
N -1.246 -2.475 -5.239
C -0.532 -3.717 -4.881
C -0.462 -3.741 -3.365
O 0.447 -2.697 -2.969
C 0.618 -2.680 -1.569
H -3.161 1.362 -7.070
H -1.539 1.647 -7.836
H -1.910 2.160 -6.149
H -1.878 -0.736 -8.140
H -3.021 -1.130 -6.850
H -0.091 -2.132 -7.053
H -1.599 -3.037 -7.254
H -0.718 -1.735 -4.800
H 0.501 -3.824 -5.242
H -1.082 -4.605 -5.257
H -0.168 -4.776 -3.102
H -1.397 -3.495 -2.848
H 1.194 -1.793 -1.297
H 1.165 -3.593 -1.256
H -0.367 -2.701 -1.043
C -6.156 1.418 0.741
O -6.532 2.069 1.996
C -7.969 2.214 2.092
C -8.174 3.413 2.957
N -7.993 4.718 2.323
C -9.068 5.004 1.373
C -8.847 6.291 0.654
O -7.575 6.206 0.011
C -7.192 7.385 -0.503
H -5.064 1.306 0.746
H -6.444 2.032 -0.137
H -6.617 0.430 0.614
H -8.298 1.299 2.587
H -8.430 2.272 1.105
H -7.517 3.361 3.812
H -9.210 3.372 3.313
H -7.119 4.769 1.812
H -10.036 5.112 1.923
H -9.195 4.232 0.607
H -8.895 7.079 1.382
H -9.561 6.442 -0.163
H -7.077 8.235 0.195
H -7.964 7.633 -1.263
H -6.247 7.302 -1.038
C -2.783 -1.109 -1.906
O -2.134 -0.466 -0.913
C -2.516 -0.898 0.362
C -1.620 -0.118 1.352
N -0.196 -0.447 1.127
C 0.700 0.512 1.729
C 2.166 0.346 1.345
O 2.242 0.777 0.017
C 3.579 0.634 -0.589
H -3.867 -0.845 -1.890
H -2.646 -2.209 -1.809
H -2.368 -0.759 -2.854
H -2.353 -1.988 0.498
H -3.597 -0.607 0.490
H -1.951 -0.362 2.370
H -1.703 0.990 1.282
H -0.113 -0.375 0.130
H 0.613 0.307 2.814
H 0.431 1.585 1.621
H 2.466 -0.705 1.420
H 2.806 0.880 2.018
H 3.460 0.831 -1.652
H 3.996 -0.355 -0.409
H 4.275 1.382 -0.209
C 0.094 -5.593 -8.557
O 1.352 -5.519 -7.958
C 1.518 -6.530 -7.007
C 2.857 -6.390 -6.315
N 2.807 -5.072 -5.621
C 3.944 -4.821 -4.741
C 3.660 -3.600 -3.942
O 3.646 -2.433 -4.799
C 3.221 -1.332 -4.101
H -0.667 -5.222 -7.836
H -0.198 -6.570 -8.931
H 0.122 -4.897 -9.388
H 1.402 -7.477 -7.572
H 0.785 -6.511 -6.199
H 3.677 -6.424 -7.072
H 3.056 -7.120 -5.560
H 2.789 -4.295 -6.253
H 4.868 -4.690 -5.327
H 4.131 -5.634 -4.066
H 4.411 -3.431 -3.153
H 2.716 -3.637 -3.428
H 4.011 -0.914 -3.446
H 2.362 -1.508 -3.463
H 2.985 -0.597 -4.863
C 9.080 5.913 -3.350
O 10.070 4.926 -3.687
C 9.946 4.316 -4.946
C 8.717 3.489 -5.246
N 8.571 2.370 -4.358
C 7.409 1.546 -4.636
C 6.077 2.182 -4.518
O 5.936 2.831 -3.283
C 4.695 3.443 -3.078
H 8.998 6.658 -4.161
H 9.495 6.432 -2.504
H 8.095 5.547 -3.067
H 10.850 3.727 -4.995
H 10.087 5.112 -5.671
H 8.985 3.087 -6.232
H 7.807 4.048 -5.418
H 8.442 2.774 -3.434
H 7.538 0.722 -3.959
H 7.439 1.171 -5.676
H 5.268 1.451 -4.549
H 5.741 2.887 -5.292
H 4.589 3.787 -2.029
H 3.812 2.814 -3.309
H 4.648 4.364 -3.677
C -10.784 3.837 -2.190
O -10.273 2.643 -2.751
C -9.148 2.037 -2.097
C -9.000 0.733 -2.823
N -7.870 0.026 -2.162
C -7.691 -1.315 -2.653
C -6.936 -1.392 -4.022
O -5.855 -0.440 -3.902
C -4.946 -0.581 -4.985
H -10.030 4.671 -2.168
H -11.064 3.768 -1.090
H -11.610 4.163 -2.813
H -9.366 1.846 -1.032
H -8.217 2.653 -2.093
H -8.766 0.947 -3.883
H -9.917 0.175 -2.748
H -7.038 0.557 -2.419
H -8.658 -1.838 -2.692
H -7.063 -1.945 -2.009
H -7.549 -1.092 -4.909
H -6.483 -2.339 -4.357
H -4.029 -0.065 -4.694
H -5.263 -0.196 -5.954
H -4.703 -1.655 -5.131
C -1.726 -8.283 -6.479
O -2.214 -7.024 -6.066
C -3.605 -6.950 -6.106
C -4.033 -5.610 -5.512
N -3.801 -5.545 -4.071
C -4.408 -4.360 -3.485
C -4.344 -4.406 -1.929
O -5.114 -3.308 -1.464
C -5.437 -3.268 -0.124
H -0.793 -8.487 -6.022
H -1.577 -8.410 -7.600
H -2.457 -9.055 -6.214
H -4.103 -7.765 -5.543
H -3.983 -7.087 -7.133
H -5.097 -5.556 -5.779
H -3.526 -4.783 -6.006
H -2.793 -5.464 -3.950
H -5.431 -4.364 -3.797
H -3.889 -3.436 -3.768
H -3.320 -4.269 -1.580
H -4.715 -5.388 -1.589
H -5.710 -4.237 0.323
H -6.246 -2.547 -0.004
H -4.577 -2.848 0.410
C -2.829 1.483 4.769
O -3.045 0.153 5.046
C -2.219 -0.347 6.117
C -2.663 -1.758 6.445
N -1.659 -2.322 7.298
C -1.836 -3.705 7.511
C -3.218 -4.117 8.054
O -3.438 -3.526 9.347
C -4.690 -3.941 9.922
H -3.534 1.797 3.980
H -1.789 1.673 4.386
H -3.022 2.093 5.682
H -2.407 0.406 6.929
H -1.158 -0.405 5.806
H -2.790 -2.378 5.563
H -3.651 -1.768 6.949
H -1.711 -1.883 8.196
H -1.059 -4.016 8.199
H -1.718 -4.291 6.608
H -3.277 -5.198 8.236
H -3.983 -3.871 7.329
H -5.514 -3.888 9.227
H -4.858 -3.312 10.783
H -4.514 -4.980 10.246
```

Short version: E_tot = -4073.45493 -408.56134 -6315.56597 a.u., in the order given.
Short version: max |F| = 1.09 6.80 3.02 eV Å⁻¹, in the order given.
Short version: E_HOMO = -7.86 -10.92 -8.49 eV, in the order given.